No. 1
A molecular structure, C24H15F5IrN6OSbSe5Te. Source: the OMol25 dataset; level of theory: ωB97M-V/def2-TZVPD.

ORCA input file:
```
! wB97M-V def2-TZVPD RIJCOSX def2/J DEFGRID3
* xyz -1 2
Ir -1.099 0.246 -0.533
Te 0.341 3.822 -0.986
Sb -3.851 -1.346 -2.336
Se -3.952 -3.725 -2.778
Se -2.775 -1.215 0.065
Se -1.250 -0.283 -2.850
Se -6.075 -0.500 -1.799
Se 5.952 -3.607 -2.373
F 0.542 4.395 -2.744
F 2.208 3.636 -0.874
F 0.235 3.630 0.887
F 0.767 5.594 -0.546
F -1.393 4.495 -0.996
O 0.025 2.108 -1.395
N 0.070 -2.555 -0.801
N -1.173 0.831 1.523
N 1.282 -0.203 -0.130
N 5.457 -2.036 -1.698
N 4.305 -4.283 -2.310
N -1.957 1.757 1.820
C 4.170 -2.100 -1.486
C -0.449 0.257 2.618
C -2.567 1.629 -0.522
C -0.566 -3.663 -1.131
C 3.396 -1.010 -0.898
C -4.442 3.664 -0.046
C 3.529 -3.349 -1.829
C 0.065 -4.757 -1.724
C 0.918 -0.920 4.729
C 1.419 -4.681 -1.949
C 0.466 0.391 4.832
C 0.683 -1.634 3.563
C 2.098 -3.510 -1.608
C -0.216 0.981 3.782
C -4.264 3.131 -1.319
C 3.259 1.123 0.150
C 1.901 0.876 0.326
C 4.007 0.183 -0.511
C 2.026 -1.176 -0.688
C -2.719 2.208 0.754
C 1.374 -2.453 -1.051
C -3.665 3.205 0.994
C -3.339 2.124 -1.560
C 0.011 -1.047 2.502
H -3.216 1.752 -2.566
H -5.176 4.440 0.123
H 1.022 -2.659 3.476
H -0.564 2.003 3.839
H 1.295 1.592 0.864
H 3.678 2.054 0.497
H -3.761 3.590 2.001
H 1.455 -1.376 5.550
H 0.650 0.958 5.735
H -4.851 3.508 -2.147
H 5.057 0.330 -0.721
H -0.171 -1.608 1.593
H -1.632 -3.691 -0.935
H 1.976 -5.498 -2.388
H -0.518 -5.625 -1.996
*
```

Properties
- M: 1334.8 g mol⁻¹
- Relative energy (zero: lowest compared OMol25 entry of this formula, charge and spin): 31.1 kcal per mole
- Frontier orbital gap (alpha / beta): 0.213 / 0.193 Ha

---

No. 2
A single C6H8O2 molecule. Source: the OMol25 dataset; level of theory: ωB97M-V/def2-TZVPD.

ORCA input file:
```
! wB97M-V def2-TZVPD RIJCOSX def2/J DEFGRID3
* xyz 0 1
O 1.150 1.612 1.914
O 0.893 1.426 -1.743
C -0.345 -0.161 -0.275
C 1.463 0.788 1.058
C 0.608 -0.442 0.844
C -1.808 -0.434 -0.123
C 0.721 -1.211 -0.448
C -0.010 1.298 -0.936
H 2.444 0.743 0.555
H -2.254 0.286 0.571
H -0.799 2.057 -0.788
H -1.982 -1.438 0.279
H 0.411 -2.251 -0.457
H 1.550 -0.992 -1.116
H 0.274 -0.930 1.753
H -2.317 -0.350 -1.088
*
```

Properties
- M: 112.1 g mol⁻¹
- Relative energy (zero: lowest compared OMol25 entry of this formula, charge and spin): 49.0 kcal per mole
- Frontier orbital gap: 0.379 Ha
- SMILES: C[C@]1(C=O)C[C@H]1C=O

---

No. 3
2 unconnected molecules or ions with the total composition C4H7IO. Source: the OMol25 dataset; level of theory: ωB97M-V/def2-TZVPD.

ORCA input file:
```
! wB97M-V def2-TZVPD RIJCOSX def2/J DEFGRID3
* xyz 0 1
I 3.489 0.231 0.130
O 0.719 2.183 -0.018
C -1.222 0.877 0.062
C -0.180 1.606 -0.720
C 1.187 -1.705 -0.234
C 1.791 -0.658 -0.748
H 1.464 -0.141 -1.631
H -1.537 -0.027 -0.451
H -0.918 0.644 1.096
H 0.676 2.075 0.966
H 0.316 -2.118 -0.716
H -2.088 1.543 0.097
H 1.521 -2.200 0.663
*
```

Properties
- M: 198.0 g mol⁻¹
- Relative energy (zero: lowest compared OMol25 entry of this formula, charge and spin): 75.8 kcal per mole
- Frontier orbital gap: 0.329 Ha

---

No. 4
A gas-phase ion, C4H11N2 (charge +1). Source: the OMol25 dataset; level of theory: ωB97M-V/def2-TZVPD.

ORCA input file:
```
! wB97M-V def2-TZVPD RIJCOSX def2/J DEFGRID3
* xyz 1 1
N -2.242 -0.801 0.674
N 2.198 0.534 -0.392
C 0.947 0.578 -1.261
C 0.298 -0.878 1.254
C -0.729 -0.520 0.449
C -0.439 0.483 -0.523
H -2.123 -1.377 1.468
H 0.512 -1.172 2.337
H 0.873 1.592 -1.716
H -1.162 0.406 -1.375
H 2.187 1.256 0.327
H 3.067 0.525 -0.878
H -2.780 0.062 0.791
H 1.458 -0.787 0.959
H -2.591 -1.165 -0.136
H 1.137 -0.190 -2.001
H -0.610 1.454 0.024
*
```

Properties
- M: 87.1 g mol⁻¹
- Relative energy (zero: lowest compared OMol25 entry of this formula, charge and spin): 87.6 kcal per mole
- Frontier orbital gap: 0.333 Ha
- SMILES: C=C([NH3+])CCN

---

No. 5
A single C9H13N3O2 molecule. Source: the OMol25 dataset; level of theory: ωB97M-V/def2-TZVPD.

ORCA input file:
```
! wB97M-V def2-TZVPD RIJCOSX def2/J DEFGRID3
* xyz 0 1
O -0.546 0.953 1.183
O -1.173 2.761 -0.209
N 2.046 1.078 -0.205
N 3.138 -0.751 -0.568
N -2.633 0.677 0.003
C -0.365 1.674 -0.094
C 2.590 0.741 0.970
C 0.160 -1.794 0.356
C 1.106 2.162 -0.404
C -1.231 0.367 0.050
C 3.361 -0.355 0.689
C -0.766 -0.940 -0.454
C -1.310 -2.152 0.139
C 2.365 0.106 -1.129
H -3.006 1.396 0.676
H 1.043 2.432 -1.396
H 1.254 3.010 0.285
H -0.490 -0.743 -1.538
H -1.946 -2.084 1.040
H 2.808 1.294 1.837
H 1.056 -2.415 -0.121
H -1.674 -2.992 -0.427
H -2.082 2.376 -0.515
H -3.081 -0.237 -0.120
H 2.129 0.176 -2.157
H 0.470 -1.455 1.241
H 3.704 -1.003 1.441
*
```

Properties
- M: 195.2 g mol⁻¹
- Relative energy (zero: lowest compared OMol25 entry of this formula, charge and spin): 64.4 kcal per mole
- Frontier orbital gap: 0.346 Ha
- SMILES: N[C@]1(C2CC2)O[C@@]1(O)Cn1ccnc1

---

No. 6
A molecular structure, C29H55AgF6N2O7. Source: the OMol25 dataset; level of theory: ωB97M-V/def2-TZVPD.

ORCA input file:
```
! wB97M-V def2-TZVPD RIJCOSX def2/J DEFGRID3
* xyz -2 1
Ag 0.513 1.243 0.550
F 0.820 2.164 -3.783
F -1.245 2.655 -3.275
F 4.674 -0.640 0.492
F -0.770 1.513 -5.102
F 4.172 0.847 1.995
F 4.629 -1.203 2.580
O -0.179 0.405 -1.685
O -0.476 -3.622 -1.857
O 0.227 -0.638 -3.545
O 2.545 2.157 -0.642
O 1.911 -0.884 0.306
O 1.612 -0.191 2.398
O -0.554 2.696 2.361
N -0.137 -3.933 -0.544
N -1.271 3.120 1.215
C -0.284 -1.407 -4.604
C -3.059 4.383 -0.657
C 0.608 -5.180 -0.454
C -0.641 -3.809 1.822
C -0.583 0.370 -2.953
C 1.788 -0.293 3.786
C -2.522 1.016 1.104
C -1.206 -3.671 0.408
C -1.573 4.689 -0.583
C 3.252 2.967 -1.206
C 1.900 -4.979 -1.283
C -0.028 -6.503 -0.944
C -3.280 2.924 -0.185
C 2.631 3.781 -2.324
C 0.795 -2.393 -5.030
C 0.612 0.419 4.465
C 3.982 -0.458 1.634
C 0.036 -5.146 2.035
C -1.644 -2.191 0.315
C 1.140 -5.364 0.989
C 0.515 4.713 0.767
C -2.642 2.547 1.167
C 4.714 2.959 -0.973
C 2.485 -0.916 1.472
C -0.984 4.511 0.825
C -3.465 3.035 2.361
C -2.447 -4.568 0.205
C -0.434 1.665 -3.779
C -1.636 5.603 1.701
H -2.722 5.548 1.684
H 2.701 0.251 4.061
H -0.601 -0.766 -5.440
H -1.364 5.444 2.752
H -1.361 5.693 -0.965
H -2.462 -2.035 1.029
H -1.475 -3.791 2.543
H 1.073 -3.032 -4.194
H -4.515 3.215 2.132
H -0.903 -6.748 -0.333
H -2.875 2.331 -1.006
H -0.011 -2.967 2.113
H -3.434 4.369 -1.683
H -1.987 0.743 0.189
H 0.923 3.896 0.173
H -3.731 5.037 -0.091
H -1.139 4.028 -1.342
H 0.686 1.500 4.328
H 2.457 -1.950 1.878
H -0.610 -6.028 2.067
H 1.709 -4.961 -2.355
H 2.317 -4.015 -0.979
H 0.954 4.815 1.761
H 2.880 3.363 -3.297
H -0.945 3.202 3.099
H 0.301 -3.040 -5.771
H -3.337 2.300 3.164
H -1.655 0.104 -3.048
H -2.007 -1.951 -0.686
H -0.347 -6.483 -1.984
H 0.596 0.326 5.557
H 5.129 3.971 -0.999
H -3.097 3.925 2.876
H 2.013 -4.782 1.285
H -1.176 -1.960 -4.285
H 5.222 2.425 -1.782
H 0.709 -7.293 -0.768
H 0.753 5.670 0.292
H 4.938 2.408 -0.061
H 2.974 4.825 -2.346
H -2.318 -5.601 0.532
H -0.806 -1.508 0.541
H -0.334 0.041 4.078
H 2.655 -5.724 -1.005
H -1.964 0.629 1.959
H 1.848 -1.301 4.210
H -3.461 0.462 1.043
H -3.361 -4.208 0.705
H 1.398 -6.424 1.130
H -4.367 2.819 -0.154
H 1.557 3.828 -2.163
H 1.624 -1.945 -5.580
H 0.549 -5.146 3.009
H -2.759 -4.515 -0.842
H -1.344 6.616 1.426
*
```

Properties
- M: 765.6 g mol⁻¹
- Relative energy (zero: lowest compared OMol25 entry of this formula, charge and spin): 0.0 kcal per mole
- Frontier orbital gap: 0.087 Ha

---

What is the M in the third record?
198.0 g mol⁻¹